This record from OMol25 describes C17H47FIN6O8P2SSi2 as an isolated structure at a distorted geometry. The level of theory is wB97M-V/def2-TZVPD.

## Properties
* energy relative to the best compared isomer or geometry (same formula, charge and spin): 1003.6 kJ/mol
* total charge: -1
* strongest force on any atom: 8.138 eV Å⁻¹
* HOMO-LUMO gap: 0.178 Ha
* E_LUMO: -0.03 eV

Last column: Löwdin charge in e.
Element x y z (Å)
C 2.201 1.708 -0.325  -0.11
C 1.452 2.821 0.615  -0.26
O 1.505 4.203 0.145  -0.26
C 1.013 4.395 -1.217  -0.27
Si -0.906 4.185 -1.436  0.63
O -1.138 2.763 -2.446  -0.39
Si -2.795 2.179 -2.408  0.08
F -2.740 0.504 -3.071  -0.28
I -4.177 3.482 -4.026  0.57
S -3.666 2.009 -0.440  0.56
C -4.265 3.620 0.306  -0.20
O -4.917 1.060 -0.573  -0.46
O -2.694 1.333 0.558  -0.44
C -1.736 5.795 -2.196  -0.57
O -1.475 6.205 -3.449  -0.21
O -2.684 6.643 -1.416  -0.33
H 1.442 1.277 -1.139  0.08
H 3.176 2.085 -0.851  0.08
H 2.472 0.784 0.369  0.07
H 2.032 2.803 1.659  0.11
H 0.369 2.417 0.873  0.12
H 1.222 5.542 -1.484  0.12
H 1.555 3.782 -2.053  0.10
H -1.513 3.960 -0.107  0.01
H -5.440 3.642 0.270  0.09
H -3.804 4.590 -0.159  0.06
H -3.982 3.575 1.465  0.10
O -4.816 -3.049 -5.670  -0.27
P -3.895 -3.865 -4.730  0.76
N -4.455 -5.363 -5.272  -0.35
C -5.746 -5.958 -5.007  -0.13
C -3.978 -5.761 -6.599  -0.12
N -4.571 -3.263 -3.288  -0.34
C -5.836 -3.718 -2.739  -0.14
C -4.552 -1.798 -3.219  -0.15
N -2.837 -4.803 -3.649  -0.33
C -1.449 -4.783 -4.105  -0.16
C -3.137 -6.071 -3.001  -0.12
H -5.740 -7.022 -5.276  0.09
H -6.547 -5.462 -5.563  0.09
H -6.003 -5.956 -3.951  0.05
H -3.219 -6.542 -6.495  0.07
H -3.523 -4.922 -7.132  0.07
H -4.779 -6.146 -7.241  0.08
H -6.643 -3.676 -3.472  0.08
H -6.141 -3.117 -1.870  0.09
H -5.752 -4.732 -2.342  0.05
H -5.382 -1.351 -3.781  0.08
H -3.617 -1.401 -3.626  0.05
H -4.611 -1.451 -2.174  0.08
H -1.296 -5.469 -4.945  0.06
H -0.756 -5.047 -3.300  0.08
H -1.176 -3.775 -4.438  0.08
H -3.061 -6.919 -3.690  0.08
H -4.125 -6.082 -2.542  0.06
H -2.432 -6.253 -2.181  0.09
O 3.766 2.399 3.367  -0.26
P 4.286 1.937 4.751  0.76
N 5.742 2.781 4.628  -0.35
C 6.864 2.464 3.772  -0.13
C 5.636 4.233 4.803  -0.11
N 4.317 0.281 4.361  -0.34
C 5.359 -0.340 3.562  -0.14
C 3.024 -0.215 3.876  -0.15
N 4.883 1.406 6.341  -0.33
C 4.193 2.092 7.431  -0.16
C 6.259 1.118 6.716  -0.12
H 7.752 3.032 4.077  0.09
H 6.652 2.684 2.722  0.09
H 7.176 1.426 3.854  0.05
H 6.030 4.511 5.785  0.07
H 4.598 4.570 4.752  0.07
H 6.189 4.794 4.041  0.09
H 5.517 0.179 2.616  0.08
H 5.124 -1.390 3.332  0.09
H 6.299 -0.395 4.114  0.05
H 2.867 0.020 2.815  0.06
H 2.200 0.227 4.445  0.07
H 2.945 -1.306 4.008  0.08
H 4.573 3.110 7.564  0.07
H 4.293 1.548 8.376  0.08
H 3.120 2.157 7.217  0.07
H 6.845 2.029 6.883  0.08
H 6.773 0.503 5.978  0.06
H 6.284 0.539 7.648  0.09

This record from OMol25 describes a 5-piece molecular cluster, C17H47N4O5 overall at a distorted geometry. The level of theory is wB97M-V/def2-TZVPD.

## Properties
* energy relative to the best compared isomer or geometry (same formula, charge and spin): 184.2 kJ/mol
* total charge: -1
* strongest force on any atom: 4.112 eV Å⁻¹
* HOMO-LUMO gap: 0.184 Ha
* E_LUMO: 2.50 eV

Last column: Löwdin charge in e.
Element x y z (Å)
C 2.491 -0.615 -0.789  -0.44
O 3.289 -0.400 -1.936  -0.42
H 2.523 0.134 0.003  0.01
H 1.451 -0.919 -0.903  0.00
H 2.819 -1.400 -0.108  0.02
C -1.339 1.224 -2.586  -0.05
C -2.199 2.154 -1.709  -0.37
C -3.380 1.492 -0.878  -0.22
O -4.344 1.022 -1.777  -0.20
C -5.153 -0.015 -1.206  -0.09
N -1.258 2.741 -0.740  0.02
H -0.542 1.887 -2.922  0.08
H -1.851 0.964 -3.513  0.07
H -0.920 0.334 -2.115  0.06
H -2.673 2.989 -2.226  0.13
H -3.859 2.255 -0.265  0.11
H -3.018 0.754 -0.163  0.10
H -5.583 0.357 -0.276  0.09
H -4.588 -0.940 -1.083  0.07
H -5.908 -0.311 -1.934  0.08
H -0.566 3.345 -1.160  0.07
H -0.737 2.002 -0.291  0.02
C 0.067 2.019 2.328  -0.08
C -0.262 0.517 2.451  -0.38
C -1.383 0.228 3.604  -0.12
O -1.681 -1.189 3.570  -0.21
C -2.702 -1.487 4.436  -0.16
N -0.567 0.079 1.102  0.04
H 0.300 2.386 3.327  0.07
H -0.680 2.670 1.874  0.06
H 0.916 2.100 1.648  0.07
H 0.713 0.053 2.607  0.13
H -2.249 0.802 3.272  0.12
H -0.941 0.467 4.571  0.12
H -2.379 -1.504 5.477  0.08
H -2.853 -2.551 4.253  0.08
H -3.523 -0.797 4.244  0.09
H -0.869 -0.883 1.031  0.05
H 0.213 0.061 0.459  0.04
C 5.941 4.070 -1.632  -0.09
C 5.972 2.620 -1.222  -0.47
C 5.813 2.137 0.256  -0.26
O 5.845 0.774 0.272  -0.14
C 5.344 0.249 1.491  -0.11
N 4.988 1.950 -1.999  0.07
H 6.637 4.701 -1.079  0.07
H 4.947 4.494 -1.776  0.07
H 6.330 4.235 -2.637  0.07
H 7.005 2.329 -1.410  0.12
H 4.960 2.709 0.621  0.12
H 6.518 2.570 0.965  0.11
H 4.427 0.764 1.780  0.08
H 5.929 0.043 2.388  0.08
H 4.802 -0.686 1.350  0.08
H 4.798 1.224 -1.323  0.03
H 4.199 2.567 -1.869  0.06
C -2.909 -3.926 -2.625  -0.06
C -2.118 -2.925 -1.767  -0.43
C -2.032 -3.442 -0.334  -0.20
O -3.381 -3.443 0.129  -0.20
C -3.349 -3.890 1.478  -0.11
N -0.782 -2.812 -2.333  0.06
H -2.701 -3.913 -3.695  0.07
H -3.970 -3.678 -2.601  0.07
H -2.854 -4.921 -2.184  0.08
H -2.670 -1.986 -1.816  0.12
H -1.476 -2.694 0.231  0.10
H -1.609 -4.440 -0.228  0.13
H -2.462 -3.509 1.984  0.07
H -3.335 -4.980 1.474  0.09
H -4.250 -3.466 1.923  0.09
H -0.533 -1.849 -2.153  0.04
H -0.798 -2.908 -3.338  0.07